No. 1
The following is a quantum chemistry calculation of a cluster of 3 separate species, C23H31F3N3OS in total at a distorted geometry, from the OMol25 dataset.

Values from the calculation:
HOMO level ... -2.3 eV
LUMO ... 2.031 eV
E_tot ... -49851.3019 eV
Strongest force on any atom ... 8.635 eV/A
Net charge ... -1

Geometry (Å):
C: -0.45458 -4.48566 5.31118
C: -0.90334 -4.61400 3.73212
S: 0.39650 -3.75240 2.69779
C: -0.26867 -2.10546 1.99677
C: -0.01386 -0.83148 2.98956
C: -1.15002 -0.58081 4.10994
C: -2.47369 -1.47907 4.15298
C: -3.85336 -0.53535 4.23667
C: -5.11105 -1.18133 3.38497
N: -4.78533 -1.46787 1.92355
C: -5.12252 -2.94357 1.69079
N: -4.14488 -3.93606 1.54688
N: -6.56955 -3.46772 1.57558
C: -0.15131 0.48730 1.96373
C: -1.61444 0.58936 1.23355
O: -2.48028 1.50052 1.75495
F: -2.06040 -0.17322 0.03813
H: -0.65105 -3.42798 5.77911
H: 0.69761 -4.79535 5.34500
H: -1.00636 -5.28823 5.98585
H: -0.82545 -5.77576 3.46956
H: -2.01016 -4.30714 3.50968
H: -1.36630 -2.20231 1.57736
H: 0.40867 -1.91267 1.03170
H: -1.47759 0.56535 4.03742
H: -0.61700 -0.66150 5.17607
H: -2.68089 -2.24512 3.30817
H: -2.47315 -2.09610 5.17530
H: -4.20396 -0.54422 5.37807
H: -3.66965 0.56768 3.88329
H: -5.48602 -2.19296 3.88698
H: -6.01608 -0.41334 3.40899
H: -5.40834 -0.87414 1.29880
H: -3.20008 -3.49686 1.60200
H: -6.47372 -4.23794 0.84955
H: -6.71961 -3.98466 2.48589
H: 0.65428 0.32069 1.10797
H: 0.15624 1.47244 2.52376
F: 2.11906 1.31807 0.61027
C: 2.69529 1.64184 -0.55495
C: 1.90979 1.76521 -1.69575
C: 2.50862 2.10735 -2.90815
C: 3.88933 2.31179 -2.96841
C: 4.66990 2.18064 -1.81887
C: 4.06924 1.84950 -0.60454
H: 0.84013 1.59448 -1.63147
H: 1.90221 2.21389 -3.80418
H: 4.35659 2.57425 -3.91517
H: 5.74488 2.33621 -1.86906
H: 4.65966 1.75223 0.30048
F: 4.97847 2.84424 -5.60038
C: 4.73136 3.53590 -6.72072
C: 5.55159 4.60672 -7.05869
C: 5.29776 5.32395 -8.22777
C: 4.21875 4.96871 -9.04099
C: 3.39820 3.89549 -8.69056
C: 3.65902 3.17160 -7.52737
H: 6.38000 4.87326 -6.41050
H: 5.93781 6.15790 -8.50490
H: 4.01847 5.53120 -9.95042
H: 2.55653 3.62345 -9.32292
H: 3.03675 2.32902 -7.24458


No. 2
The following is a quantum chemistry calculation of a structure of composition C23H31F6O3Zr at a distorted geometry, from the OMol25 dataset.

Values from the calculation:
HOMO level ... -11.8 eV
LUMO ... -2.592 eV
E_tot ... -48078.2494 eV
Strongest force on any atom ... 2.492 eV/A
Net charge ... +1
Energy above the lowest of the compared OMol25 structures with the same formula, charge and spin ... 0.0 kJ/mol

Geometry (Å):
O: -1.21031 1.52878 -1.03073
C: -2.45878 1.32972 -1.91037
C: -2.28420 2.66567 -2.60324
H: -3.32657 1.25863 -1.24777
H: -2.30866 0.44184 -2.53497
C: -1.13682 2.93607 -1.60861
H: -3.16866 3.30934 -2.53643
H: -1.94917 2.56939 -3.64232
C: -1.52017 3.92637 -0.52860
H: -2.41626 3.58305 0.00161
H: -1.72601 4.91279 -0.96958
H: -0.70101 4.04036 0.18928
C: 0.23665 3.17594 -2.20200
H: 0.42712 2.49176 -3.03559
H: 1.01709 3.03236 -1.44232
H: 0.31167 4.20909 -2.56762
Zr: -0.24353 -0.08779 0.03045
C: 1.87655 -1.17226 -0.65772
C: 0.82736 -2.11301 -0.84703
C: -0.01491 -1.63171 -1.90418
H: 0.79298 -3.10515 -0.41118
C: 0.53121 -0.39991 -2.37041
C: 1.69439 -0.10419 -1.59313
H: 2.39219 0.70549 -1.78541
H: 2.74297 -1.34028 -0.02264
H: -0.84883 -2.17015 -2.34465
H: 0.20998 0.12586 -3.26760
C: 1.00182 -0.28926 2.10180
C: 1.65656 0.78148 1.41565
C: 0.73226 1.85988 1.28691
H: 2.70478 0.82328 1.13746
C: -0.48211 1.48048 1.94678
C: -0.30569 0.16237 2.46231
H: -0.99514 -0.35808 3.11385
H: 1.45528 -1.21803 2.43175
H: 0.97065 2.85119 0.91121
H: -1.34633 2.11647 2.12561
O: -5.63523 3.85556 -3.17104
C: -5.19200 5.06106 -3.84190
C: -6.39995 5.77444 -4.46362
H: -4.48389 4.77937 -4.64252
H: -4.63787 5.68294 -3.12147
C: -7.39387 4.61402 -4.67203
H: -6.14178 6.30017 -5.38433
H: -6.82353 6.48516 -3.74484
C: -7.04238 3.67998 -3.50350
H: -7.16918 4.12182 -5.62687
H: -8.43852 4.93245 -4.66978
H: -7.23365 2.62010 -3.72411
H: -7.66647 3.95666 -2.63412
C: -2.26836 -3.56006 -0.18119
C: -2.13840 -2.62582 0.99289
O: -1.51358 -1.40304 0.63630
C: -3.57792 -2.29004 1.52426
F: -4.19658 -3.39046 2.05087
F: -3.59093 -1.30879 2.45384
F: -4.34365 -1.84501 0.48445
C: -1.27594 -3.27425 2.13113
F: -1.54866 -4.57921 2.37048
F: 0.05611 -3.21339 1.78341
F: -1.38239 -2.60563 3.30822
H: -2.87688 -3.06049 -0.94508
H: -2.75082 -4.49022 0.12780
H: -1.26930 -3.77212 -0.57887


No. 3
The following is a quantum chemistry calculation of the molecule C23H31N3O4, from the OMol25 dataset.

Values from the calculation:
HOMO level ... -7.5 eV
LUMO ... 0.491 eV
E_tot ... -37014.1437 eV
Strongest force on any atom ... 0.838 eV/A
Net charge ... 0
Energy above the lowest of the compared OMol25 structures with the same formula, charge and spin ... 114.6 kJ/mol
SMILES ... CCOC(=O)[C@H]1CCCN(c2c(NCCCN(C)Cc3ccccc3)c(=O)c2=O)C1

Geometry (Å):
C: -2.09768 -3.07299 -0.84667
C: -1.31186 -2.01614 -0.09758
H: -1.30152 -1.07156 -0.64982
H: -1.74151 -1.83333 0.89304
O: 0.03745 -2.47412 0.06045
C: 0.86205 -1.72242 0.76982
O: 0.54541 -0.68652 1.30677
C: 2.24784 -2.34433 0.83477
C: 3.28384 -1.38214 1.45591
N: 4.06247 -0.74760 0.42609
C: 3.78985 0.46742 -0.07942
C: 2.99818 1.56915 0.27777
N: 2.13047 1.86068 1.25710
H: 1.66450 1.10474 1.74470
C: 1.46493 3.14615 1.30722
H: 1.70583 3.62171 2.26655
H: 1.86311 3.76763 0.50417
C: -0.05048 3.01264 1.17942
C: -0.44738 2.33970 -0.14426
N: -1.86725 2.16106 -0.36401
C: -2.59000 3.38325 -0.63681
H: -3.59851 3.12556 -0.96007
H: -2.09278 3.92247 -1.44114
H: -2.67048 4.04740 0.23738
C: -2.52641 1.35602 0.64645
C: -3.66735 0.55395 0.07179
C: -4.66427 0.06161 0.90437
C: -5.69240 -0.71003 0.39306
C: -5.73916 -0.99570 -0.96098
C: -4.75157 -0.50510 -1.79853
C: -3.72073 0.26154 -1.28458
H: -2.94957 0.65168 -1.93086
H: -4.78478 -0.72095 -2.85668
H: -6.54388 -1.59465 -1.36136
H: -6.46190 -1.08572 1.05174
H: -4.63534 0.28612 1.96173
H: -2.90384 1.96826 1.48409
H: -1.79272 0.65699 1.06026
H: 0.01046 1.34628 -0.18229
H: -0.05023 2.92393 -0.97850
H: -0.49186 4.00829 1.23853
H: -0.42867 2.41875 2.01513
C: 3.52206 2.37324 -0.83854
O: 3.34374 3.50681 -1.23082
C: 4.33987 1.17350 -1.24595
O: 5.08146 0.86070 -2.15461
C: 4.93113 -1.65233 -0.30277
H: 5.84508 -1.81422 0.28176
C: 4.22019 -2.99196 -0.55753
H: 4.54638 -3.40345 -1.51178
C: 2.71063 -2.77044 -0.56914
H: 2.18512 -3.67514 -0.87190
H: 2.47139 -1.98610 -1.29078
H: 4.47017 -3.71546 0.22098
H: 5.20902 -1.17450 -1.24197
H: 3.97002 -1.94326 2.09796
H: 2.78149 -0.62999 2.06396
H: 2.15508 -3.23375 1.46690
H: -1.65117 -3.25154 -1.82070
H: -3.11814 -2.72602 -0.98023
H: -2.10576 -4.00578 -0.28961


No. 4
The following is a quantum chemistry calculation of the molecule C23H31NO5S at a distorted geometry, from the OMol25 dataset.

Values from the calculation:
HOMO level ... -9.3 eV
LUMO ... 0.272 eV
E_tot ... -46918.1219 eV
Strongest force on any atom ... 1.128 eV/A
Net charge ... 0
Energy above the lowest of the compared OMol25 structures with the same formula, charge and spin ... 0.0 kJ/mol
SMILES ... CCN(CC)S(=O)(=O)c1cccc(C(=O)OCC(=O)[C@]23C[C@H]4C[C@H](C[C@H](C4)C2)C3)c1

Geometry (Å):
C: -3.91840 -0.89830 -2.29864
H: -3.80650 0.14365 -2.00897
H: -2.93621 -1.36414 -2.29719
H: -4.31243 -0.93633 -3.31094
C: -4.87525 -1.63182 -1.35890
N: -4.51368 -1.58510 0.03840
S: -5.21461 -0.38898 0.94277
O: -6.59736 -0.31009 0.57206
O: -4.87843 -0.62572 2.31519
C: -4.40912 1.12995 0.41186
C: -3.08209 1.31346 0.73624
C: -2.40070 2.40722 0.21040
C: -3.07140 3.31468 -0.60690
C: -4.41532 3.13865 -0.88735
C: -5.08615 2.03153 -0.38866
H: -6.12566 1.84560 -0.60929
H: -4.93634 3.85118 -1.50844
H: -2.52087 4.14912 -1.01443
C: -0.94050 2.55094 0.42335
O: -0.21211 3.21863 -0.26850
O: -0.51236 1.83757 1.47715
C: 0.88544 1.64436 1.54442
H: 1.41100 2.58815 1.36179
C: 1.29395 0.61723 0.48788
O: 0.45359 0.11518 -0.21513
C: 2.76494 0.26797 0.36416
C: 3.17922 0.57023 -1.08696
H: 3.08156 1.64171 -1.27652
C: 4.62075 0.12324 -1.31532
C: 4.73711 -1.37973 -1.06682
C: 4.33681 -1.68585 0.37533
C: 2.89413 -1.24574 0.61129
H: 2.59679 -1.47485 1.63793
H: 2.21987 -1.77771 -0.06210
C: 5.26004 -0.93724 1.33464
C: 5.13945 0.56431 1.08083
C: 3.69541 1.01595 1.31854
H: 3.62715 2.09245 1.15002
H: 3.42184 0.81379 2.35640
C: 5.54510 0.87425 -0.35897
H: 6.58051 0.57036 -0.52588
H: 5.47773 1.94877 -0.54246
H: 5.79794 1.10458 1.76994
H: 4.98829 -1.16444 2.36803
H: 6.29292 -1.25685 1.18263
H: 4.41478 -2.76337 0.55670
H: 5.76325 -1.70796 -1.24501
H: 4.08652 -1.92192 -1.75604
H: 4.90317 0.34636 -2.34971
H: 2.50611 0.04675 -1.76795
H: 1.10502 1.27851 2.54808
H: -2.58077 0.60847 1.37746
C: -3.21790 -2.06961 0.45971
C: -3.06032 -3.56698 0.21368
H: -3.01454 -3.78768 -0.84965
H: -2.13996 -3.91340 0.67630
H: -3.89790 -4.10463 0.64916
H: -2.40368 -1.52180 -0.03432
H: -3.17541 -1.87361 1.53195
H: -4.95306 -2.68089 -1.66144
H: -5.87137 -1.19007 -1.41179